Below is C48H58BiBrN5OP2SSe as an isolated structure, with properties calculated with the ωB97M-V functional and the def2-TZVPD basis.

Each line ends with the Mulliken charge.
Cartesian coordinates (Å):
Bi1 -0.00667 0.16814 -0.75628  2.242
Br1 -7.26062 0.48127 3.26571  -0.220
Se1 -0.36822 -1.84396 -2.20976  -0.838
S1 -3.07081 -2.71921 0.25833  -0.123
P1 1.23213 -1.36184 1.28466  0.345
P2 2.55062 0.69310 -2.36908  0.845
O1 -1.64233 0.77772 1.11716  -0.394
N1 -4.38008 -4.76593 1.44572  -0.573
N2 -2.84565 0.94477 -1.47990  0.084
N3 -4.02395 -2.79540 2.67905  0.490
N4 2.30687 1.24895 0.25574  0.579
N5 -1.93693 3.14597 -2.86584  -0.355
C1 -5.49543 0.64506 2.55848  -0.363
C2 4.37010 0.25694 -2.27725  0.263
C3 4.19048 1.41815 3.43891  -1.127
C4 3.41592 -3.21249 1.20296  -1.641
C5 0.89213 1.30339 -4.49986  -1.329
C6 -4.61880 -3.28312 3.78098  1.285
C7 2.83263 6.11085 -2.71424  -1.774
C8 -3.46365 1.21136 -5.64594  -0.975
C9 5.30598 1.43403 -2.54414  -1.602
C10 4.76215 -0.39804 -0.95042  -1.605
C11 2.12439 -2.78261 0.50994  0.957
C12 -5.27156 0.56911 1.20296  -0.830
C13 0.13644 -2.05403 2.61933  1.718
C14 0.67264 -3.14973 3.55682  -1.878
C15 1.17115 -3.95993 0.26070  -1.355
C16 3.88466 0.18808 4.02290  0.597
C17 3.01691 -0.63165 3.32081  0.213
C18 2.58787 4.84936 -1.92137  0.549
C19 2.50866 2.42226 -1.80050  0.540
C20 -3.89191 0.73825 -0.78643  -0.953
C21 2.62583 3.59930 -2.53142  -0.230
C22 -1.79654 4.44263 -4.88238  -0.517
C23 4.46508 -0.23546 5.35035  -1.628
C24 -4.42352 0.86511 3.42373  -0.424
C25 2.35522 4.88997 -0.54963  -0.985
C26 -5.48424 -6.66049 2.41171  -1.289
C27 -1.56517 4.22366 -3.50431  -0.429
C28 2.21841 3.73621 0.20814  -0.265
C29 2.75281 0.98625 1.50459  -0.850
C30 -5.09200 -4.55696 3.73787  -1.117
C31 -4.95786 -5.25780 2.51387  1.022
C32 -3.98259 0.66496 0.66419  0.937
C33 3.65560 1.81005 2.22947  -1.005
C34 -3.05061 1.01755 -2.86629  -0.676
C35 -0.41795 -0.90369 3.46330  -1.023
C36 -3.66647 0.01170 -3.56138  0.312
C37 2.36610 2.47138 -0.38252  -0.678
C38 -2.84977 0.77558 1.51797  -0.286
C39 -3.86054 0.10369 -4.95791  -0.813
C40 -2.82323 2.27323 -4.95736  1.560
C41 -2.41029 3.46214 -5.60219  -0.811
C42 -4.71499 -2.37489 4.96263  -1.076
C43 2.43512 -0.27415 2.10292  -0.294
C44 2.22025 0.62156 -4.19247  0.704
C45 -3.14537 0.92762 2.91608  -0.575
C46 -3.85633 -3.49437 1.48595  -0.143
C47 3.29646 1.07256 -5.18248  -1.635
C48 -2.57949 2.17149 -3.56933  0.141
H1 -4.33595 -0.71833 -5.47901  0.383
H2 2.93363 0.91612 -6.20393  0.503
H3 3.71090 -0.23629 6.14238  0.304
H4 -0.17900 -3.69186 3.97944  0.422
H5 3.23488 -3.63957 2.19069  0.255
H6 4.88467 2.08428 3.94508  0.293
H7 6.34378 1.08277 -2.56004  0.467
H8 -2.58922 3.57452 -6.66641  0.385
H9 -3.69544 -1.83269 2.65905  -0.530
H10 0.93016 -4.50018 1.17595  0.246
H11 -6.34066 -6.81936 3.06747  0.356
H12 4.78955 0.33637 -0.14402  0.236
H13 -5.57264 -4.99873 4.59852  0.370
H14 4.22686 0.51325 -5.07727  0.382
H15 -5.75598 -6.86907 1.37909  0.373
H16 5.75563 -0.85108 -1.03495  0.553
H17 2.78863 -1.60368 3.74099  0.277
H18 3.90112 6.33300 -2.78642  0.333
H19 2.37652 -2.38299 -0.47765  0.104
H20 3.90528 -3.98116 0.59584  0.529
H21 -4.85981 0.66394 -1.30149  0.388
H22 4.88362 -1.24355 5.30202  0.332
H23 4.47829 -0.49223 -3.06824  0.685
H24 -3.96455 -0.88011 -3.02350  0.548
H25 1.22179 -2.71674 4.39305  0.354
H26 -4.69761 -7.36302 2.69799  0.262
H27 2.27000 5.85570 -0.06026  0.311
H28 -4.59967 0.98945 4.48549  0.526
H29 2.05793 -0.45600 -4.31643  0.393
H30 -1.21940 -1.27642 4.11221  0.345
H31 4.11079 -2.38158 1.32565  0.325
H32 1.99419 3.80655 1.26495  0.677
H33 0.24466 -3.62743 -0.20816  0.155
H34 0.36562 -0.48539 4.09843  0.210
H35 1.64832 -4.66250 -0.42797  0.455
H36 3.52743 2.13503 -5.08221  0.130
H37 -2.30797 1.11645 3.57737  0.477
H38 0.62814 1.15895 -5.55204  0.539
H39 0.93204 2.37609 -4.30366  0.125
H40 -3.61902 1.29223 -6.71597  0.378
H41 -6.10753 0.43333 0.52557  0.423
H42 0.08428 0.86999 -3.90417  0.000
H43 -1.48018 5.36943 -5.34454  0.401
H44 2.44979 6.02033 -3.73294  0.343
H45 4.05746 -1.17345 -0.65698  0.125
H46 -0.81601 -0.10202 2.83847  -0.122
H47 5.21215 2.17319 -1.74644  0.244
H48 1.31271 -3.88135 3.07593  0.334
H49 5.10633 1.93902 -3.48741  0.299
H50 3.96368 2.75127 1.79398  0.491
H51 -0.68432 -2.47378 2.02840  -0.130
H52 -3.75453 -1.89357 5.15842  0.192
H53 -5.02570 -2.93105 5.84479  0.404
H54 5.26322 0.44099 5.66034  0.369
H55 -1.04788 4.97834 -2.91554  0.448
H56 2.35255 6.97275 -2.24728  0.397
H57 2.75486 3.55317 -3.60822  0.116
H58 -5.44739 -1.58894 4.76235  0.115

Calculated values
Energy above the lowest of the compared OMol25 structures with the same formula, charge and spin in kJ/mol: 29.2
Total charge: -1
LUMO in eV: 2.1821
Kohn-Sham gap in eV: 6.0
Multiplicity: 1